1.
A cluster of 2 separate species, C24H31NO7 in total at a distorted geometry, computed with ωB97M-V/def2-TZVPD.

XYZ file:
```
63
Properties=species:S:1:pos:R:3:forces:R:3
C -2.646473 -4.379470 3.000940 -1.2 0.4 -0.1
O -1.791034 -4.900305 1.985614 0.3 1.0 0.7
C -0.483710 -4.324294 2.019487 0.6 0.2 -0.4
C 0.069412 -4.086187 0.549347 -1.0 -0.1 0.1
C 0.865849 -2.732718 0.454111 0.0 -1.2 0.7
C 0.030243 -1.426292 0.616324 1.1 1.2 -0.2
C 0.748266 -0.255953 0.731629 -0.4 0.6 -0.3
C 2.319420 -0.202698 0.672340 -0.5 -0.6 1.7
O 2.873208 -0.708817 -0.545965 -0.6 1.6 -0.3
C 2.761545 0.183943 -1.609825 0.1 1.1 -3.1
C 2.485978 1.614670 -1.518412 0.1 -0.2 -1.4
C 2.375018 2.486711 -2.702830 0.5 -1.4 -0.9
C 2.050295 4.008765 -2.574701 -0.3 -0.5 -0.4
C 2.545720 1.935104 -4.061835 0.2 -1.6 2.9
C 2.862688 0.506465 -4.144203 -0.5 1.0 1.5
C 2.976367 -0.372590 -2.968714 -0.7 1.4 -0.7
C 3.327516 -1.867827 -3.257714 1.0 0.1 0.5
C 2.150880 -2.885191 -2.962730 -0.1 0.7 -0.7
C 4.671349 -2.194835 -2.469560 0.4 0.0 -0.4
C 0.065316 1.135927 0.952514 -1.3 0.2 0.0
O 0.669446 2.137022 1.282638 0.2 -0.9 -0.2
C -1.486946 1.270967 0.795712 0.4 -1.5 -0.1
N -2.108540 2.578311 0.838427 0.3 -1.8 0.9
C -2.177444 0.103013 0.663306 0.8 0.5 -0.2
C -1.513099 -1.309856 0.661653 -0.9 1.3 -0.1
O -2.289886 -2.240526 0.722787 1.0 0.1 -0.1
H -2.590050 -4.923885 3.981055 0.2 0.3 -0.8
H -3.699743 -4.466101 2.603931 1.1 0.0 0.5
H -2.488714 -3.277847 3.197006 0.1 -1.1 -0.3
H -0.452953 -3.318190 2.535921 -0.4 -1.0 -0.4
H 0.173629 -5.008849 2.623977 -0.3 0.6 -0.6
H 0.652255 -4.989232 0.219877 -0.2 1.1 0.3
H -0.809531 -4.029121 -0.156335 0.8 -0.1 0.9
H 1.612737 -2.738597 1.307737 -0.7 0.1 -0.9
H 1.487680 -2.765980 -0.476588 -0.8 0.5 0.9
H 2.669675 -0.902105 1.489051 -0.2 0.6 -1.0
H 2.713479 0.806994 0.971516 -0.5 -0.9 -0.6
H 2.347558 2.108188 -0.532263 0.1 -0.5 -0.9
H 0.943875 4.135816 -2.759811 1.1 0.0 0.5
H 2.558055 4.599363 -3.390813 -0.3 -0.7 0.9
H 2.333868 4.429776 -1.578417 -0.3 -0.4 -0.8
H 2.432467 2.577618 -4.970616 0.2 -0.7 1.0
H 2.998810 0.080340 -5.173107 -0.1 0.2 1.3
H 3.597060 -1.960318 -4.349515 -0.4 0.4 1.1
H 1.711659 -3.204667 -3.948933 0.3 0.2 1.0
H 2.494196 -3.804094 -2.423117 -0.3 0.9 -0.3
H 1.350417 -2.316468 -2.417647 0.7 -0.9 -0.3
H 5.293399 -2.977773 -2.997070 -0.9 0.6 0.6
H 4.492519 -2.516751 -1.413445 0.1 0.3 -0.9
H 5.325776 -1.274636 -2.454876 -0.7 -0.9 0.1
H -1.995963 2.878627 1.818228 0.2 0.3 -0.7
H -3.117807 2.391649 0.770522 0.5 0.3 -0.1
H -3.293871 0.178701 0.566176 1.2 -0.7 0.2
C -5.340393 5.220674 3.682527 -0.1 0.4 0.5
C -4.049782 4.815095 3.026631 0.6 0.3 0.1
O -4.410883 3.628348 2.323653 -0.5 0.1 0.1
C -5.754588 3.682881 2.102114 -0.5 -0.3 -0.3
O -6.347317 2.931210 1.397285 0.2 0.2 0.2
O -6.325016 4.706550 2.790127 0.3 -0.3 -0.2
H -5.435788 6.300847 3.785308 -0.2 -0.1 -0.1
H -5.476053 4.757508 4.663141 0.0 0.0 -0.1
H -3.693297 5.557098 2.307749 0.0 0.0 0.0
H -3.258750 4.613991 3.748681 0.0 -0.2 -0.1
```
Positions in Å, forces in eV/Å.

Its frontier orbital gap is 7.0996 eV. The LUMO energy comes out at -1.089 eV. Its structure (SMILES) is COCCCC1=C(COc2cc(C)ccc2C(C)C)C(=O)C(N)=CC1=O.O=C1OCCO1. The net charge is 0. The energy above the lowest of the compared OMol25 structures with the same formula, charge and spin comes out at 625.1 kJ/mol. The value obtained for the largest force on an atom is 3.3 eV/Å. The calculation puts the calculated total energy at -41209.4626 eV.



2.
A cluster of 9 separate species, C21H66O27P6 in total at a distorted geometry, computed with ωB97M-V/def2-TZVPD.

XYZ file:
```
120
Properties=species:S:1:pos:R:3:forces:R:3
C 4.869313 -1.940545 1.869683 -2.1 -0.6 1.2
O 5.696073 -1.370786 0.945663 2.9 0.3 -3.5
P 5.548333 -1.799005 -0.622357 -0.6 -0.1 -1.2
O 5.269443 -3.244276 -0.937507 0.8 2.3 1.0
O 4.376563 -0.808236 -1.110357 1.0 -0.4 0.0
C 2.992273 -1.051365 -0.836227 -0.7 -0.1 -0.4
O 6.804593 -1.106106 -1.484677 -4.3 0.4 1.8
C 8.081203 -1.527565 -1.285087 2.6 -1.5 0.3
H 4.281113 -1.108845 2.257513 -0.2 -0.1 0.4
H 5.401533 -2.441945 2.678043 0.1 0.0 -0.2
H 4.182273 -2.629265 1.378013 0.0 -0.3 0.4
H 2.434163 -0.943566 -1.766277 0.2 0.1 -0.1
H 2.567043 -0.308846 -0.160987 0.4 0.0 0.1
H 2.773083 -2.058096 -0.480497 0.4 -0.1 0.2
H 8.818383 -0.757046 -1.059277 -0.5 0.6 -0.1
H 8.421673 -2.013155 -2.199627 0.1 -0.2 0.1
H 8.179443 -2.223516 -0.451957 -0.1 -0.3 0.0
C -4.256057 1.180105 2.170923 0.8 -0.1 -2.6
O -4.932407 1.430115 3.348113 -1.4 2.5 2.6
P -5.463407 2.920055 3.761653 -0.8 1.2 -0.6
O -6.422287 3.147875 4.899223 1.8 -1.1 -2.0
O -6.088157 3.440364 2.294483 0.9 -1.4 2.5
C -6.930157 4.571914 2.274523 -0.2 1.3 -0.6
O -4.093097 3.804435 3.937533 -0.6 -1.4 -0.5
C -4.167987 5.169904 4.347063 -0.6 0.0 0.5
H -4.096737 2.048495 1.531683 0.1 0.4 0.3
H -4.858977 0.541094 1.525753 -0.1 -0.4 0.3
H -3.277337 0.721844 2.313083 -0.1 -0.1 0.5
H -6.452257 5.223975 1.543403 -0.4 0.2 -0.2
H -7.042137 5.184365 3.169203 0.4 -0.5 0.5
H -7.957557 4.351634 1.984673 0.2 -0.4 -0.3
H -3.747507 5.279504 5.346703 0.1 -0.2 0.0
H -5.216877 5.458635 4.414693 0.1 0.3 -0.1
H -3.611837 5.822854 3.674413 -0.1 -0.3 -0.2
C 2.093123 3.115834 -0.493827 -1.5 -0.1 -1.1
O 3.161033 3.175204 -1.487117 0.1 -0.6 -0.1
P 2.856353 2.951205 -3.062587 -2.8 1.1 -0.2
O 2.022743 4.075384 -3.679797 2.2 -3.0 1.1
O 2.116263 1.482294 -3.056147 1.1 0.5 1.1
C 1.471533 0.845344 -4.149817 -0.7 1.5 -0.8
O 4.265003 2.652214 -3.726127 -1.0 1.2 0.1
C 5.256073 1.935865 -3.046997 1.8 -0.9 0.9
H 2.078933 3.876605 0.286643 1.0 0.4 -0.4
H 1.938683 2.162614 0.011763 0.8 -0.3 -0.4
H 1.169553 3.276675 -1.049927 -0.1 0.1 0.1
H 0.608643 0.256564 -3.838597 0.2 0.1 0.5
H 2.082923 0.221374 -4.801717 0.6 0.1 0.4
H 1.099623 1.691355 -4.727787 -0.4 -0.4 -0.6
H 4.915503 1.014684 -2.574217 -0.3 0.0 -0.3
H 5.764083 2.493175 -2.259957 -0.5 0.5 0.1
H 6.079223 1.714244 -3.726277 -0.4 -0.2 -0.4
C -0.810597 4.841724 2.241193 0.6 0.3 2.3
O -0.888467 5.045114 0.900523 -0.4 -1.8 -4.7
P -1.479617 3.845125 -0.056707 -1.7 3.2 -1.9
O -1.136297 2.447845 0.227263 -0.5 0.8 0.4
O -3.092377 4.173754 -0.002747 1.0 0.1 0.5
C -3.613427 5.552235 -0.093157 0.3 -0.5 0.2
O -1.130747 4.384075 -1.545957 0.7 0.5 2.3
C -1.326957 3.613974 -2.739177 -0.5 -0.6 0.1
H -1.069207 3.837615 2.577343 -0.2 0.0 0.0
H -1.452907 5.610354 2.671003 0.0 -0.3 0.6
H 0.227773 5.032414 2.512353 0.0 0.0 0.5
H -4.114367 5.827615 0.834923 -0.1 -0.5 0.1
H -4.325537 5.589234 -0.917557 0.1 -0.1 0.1
H -2.858007 6.328344 -0.215967 0.3 -0.4 -0.3
H -2.126287 4.061245 -3.330037 -0.2 -0.1 0.3
H -1.598257 2.621274 -2.379957 0.0 -0.2 -0.8
H -0.441337 3.624604 -3.374527 0.2 -0.1 0.5
C 2.095003 -5.497546 4.761693 -0.2 -0.1 1.7
O 2.189123 -6.261195 3.542183 0.6 0.3 -0.2
P 3.042643 -5.678576 2.313673 2.7 1.5 -1.1
O 4.538023 -5.444665 2.541793 -4.1 -0.3 -0.3
O 2.718673 -6.650195 1.056653 -0.4 0.1 1.0
C 3.092243 -6.340985 -0.315257 0.2 1.3 0.2
O 2.199233 -4.301385 1.969013 1.7 -0.8 -0.2
C 0.800303 -4.422406 1.810593 -0.7 -0.2 1.1
H 2.528323 -4.507085 4.900663 0.3 0.2 -1.5
H 2.547433 -5.990906 5.621933 0.3 -0.9 -0.5
H 1.062083 -5.389485 5.092583 -0.3 -0.2 -0.7
H 2.267413 -5.961636 -0.918457 -0.7 -0.5 0.4
H 3.524733 -7.200946 -0.826647 0.1 0.0 0.5
H 3.741443 -5.465636 -0.335107 0.7 -0.3 0.1
H 0.465893 -5.025375 2.654813 -0.5 -0.3 -0.2
H 0.483273 -4.880166 0.873563 0.2 0.1 -0.1
H 0.324783 -3.454615 1.969813 0.4 0.2 -0.4
C -0.605417 -1.272265 -6.216107 -0.2 -0.3 -0.4
O -1.525487 -1.457385 -5.106987 0.1 0.7 -0.1
P -2.585157 -0.332085 -4.711777 -1.0 2.1 1.4
O -2.141057 1.104145 -4.906437 -0.9 -3.1 0.0
O -3.969067 -0.730845 -5.482627 0.9 0.6 0.8
C -4.423237 -2.087546 -5.570977 1.2 -0.9 -0.5
O -2.975487 -0.678506 -3.142537 0.1 0.4 -3.1
C -2.064507 -0.370575 -2.100167 0.4 -1.5 0.8
H -0.681737 -0.339985 -6.775687 -0.4 0.3 0.6
H -0.854627 -2.044926 -6.943427 0.3 -0.2 0.2
H 0.419413 -1.353326 -5.853817 -0.2 -0.2 0.1
H -5.402987 -2.323926 -5.155877 0.1 0.7 0.3
H -3.656407 -2.734485 -5.144897 -0.3 -0.2 0.4
H -4.422757 -2.392505 -6.617447 -0.2 0.4 -0.2
H -1.206987 0.251855 -2.355787 -0.5 0.5 0.0
H -1.634857 -1.324096 -1.793107 0.2 -0.1 0.0
H -2.666977 -0.096576 -1.234107 0.3 0.8 -0.2
C -0.306437 -0.702965 1.154483 0.5 0.6 0.3
O 0.140603 0.194064 0.188403 0.5 0.0 -1.7
H -0.869447 -1.554025 0.771313 -0.1 -0.1 -0.3
H 0.633743 -1.029955 1.598603 -0.5 -0.5 0.9
H -0.949417 -0.090326 1.786433 0.0 -0.7 0.9
H -0.288147 1.043064 0.318713 -0.2 0.2 -0.3
C 0.258883 -1.711906 5.046343 0.5 1.2 0.7
O 1.322993 -1.676465 4.095873 -0.6 -0.3 0.0
H 0.310983 -0.841886 5.700903 0.1 0.5 0.0
H -0.712527 -1.594646 4.566023 0.2 -0.7 -0.3
H 0.339513 -2.513845 5.780163 -0.3 -0.7 -0.5
H 2.150263 -1.603645 4.577473 0.0 0.0 0.0
C -3.242687 -3.755875 1.266283 -0.7 -0.8 0.1
O -2.897637 -3.810636 -0.088687 0.5 0.4 -1.0
H -2.371107 -3.729665 1.920323 0.0 0.2 0.1
H -3.916527 -2.913546 1.422853 0.3 0.1 0.1
H -3.810527 -4.665855 1.460183 -0.1 0.0 0.7
H -2.840147 -4.728236 -0.364917 0.1 0.1 0.0
```
Positions in Å, forces in eV/Å.

Its frontier orbital gap is 10.0513 eV. The LUMO energy comes out at 0.290 eV. Its structure (SMILES) is COP(=O)(OC)OC.COP(=O)(OC)OC.COP(=O)(OC)OC.COP(=O)(OC)OC.COP(=O)(OC)OC.COP(=O)(OC)OC.CO.CO.CO. The net charge is 0. The energy above the lowest of the compared OMol25 structures with the same formula, charge and spin comes out at 386.2 kJ/mol. The value obtained for the largest force on an atom is 5.0 eV/Å. The calculation puts the calculated total energy at -133871.6725 eV.